Entry from the OMol25 dataset: a 6-piece molecular cluster, C27H60B3NO20S5 overall (ωB97M-V/def2-TZVPD).

```
116
C27H60B3NO20S5 (ωB97M-V/def2-TZVPD)
C 3.378 -0.913 2.684
C 3.344 -2.169 1.782
C 2.148 -3.090 2.091
C 0.931 -2.833 1.177
C 0.286 -4.109 0.628
C -0.477 -3.839 -0.685
B -1.661 -2.855 -0.463
O -2.827 -3.269 0.187
B -3.275 -2.306 1.055
C -4.753 -2.270 1.613
O -4.729 -2.236 3.043
O -5.624 -3.282 3.454
O -2.371 -1.310 1.423
B -1.720 -0.734 0.339
C -1.137 0.706 0.493
C -1.937 1.815 0.747
C -1.353 3.058 0.915
N -0.045 3.307 0.870
C 0.707 2.239 0.614
C 0.230 0.953 0.424
O -1.618 -1.499 -0.805
H 2.434 -0.777 3.206
H 4.184 -0.998 3.410
H 3.596 -0.024 2.095
H 3.254 -1.830 0.750
H 4.274 -2.722 1.885
H 1.844 -2.917 3.123
H 2.452 -4.132 1.998
H 1.236 -2.223 0.325
H 0.186 -2.292 1.764
H 1.076 -4.826 0.404
H -0.385 -4.569 1.354
H 0.233 -3.434 -1.407
H -0.856 -4.776 -1.097
H -5.299 -3.145 1.271
H -5.267 -1.369 1.265
H -5.516 -3.356 4.411
H -3.012 1.721 0.818
H -1.993 3.905 1.132
H 1.776 2.406 0.579
H 0.930 0.154 0.226
C 1.090 5.847 2.331
C 0.398 6.909 3.157
O 0.858 6.941 4.536
S 2.241 7.646 4.837
C 2.062 7.760 6.583
O 2.229 8.959 4.261
O 3.316 6.754 4.529
H 2.142 6.090 2.181
H 0.620 5.765 1.356
H 1.040 4.882 2.829
H 0.511 7.901 2.717
H -0.668 6.705 3.228
H 1.217 8.405 6.806
H 2.983 8.188 6.970
H 1.911 6.761 6.982
C 4.770 8.602 -3.037
C 4.775 7.726 -1.802
O 4.447 8.458 -0.599
S 2.915 8.786 -0.335
C 3.061 9.234 1.355
O 2.161 7.573 -0.454
O 2.537 9.930 -1.108
H 3.763 8.941 -3.277
H 5.154 8.045 -3.892
H 5.385 9.489 -2.884
H 4.095 6.880 -1.908
H 5.770 7.324 -1.624
H 3.396 8.370 1.921
H 2.078 9.548 1.694
H 3.766 10.056 1.444
C -4.751 -6.302 2.571
C -6.100 -6.927 2.295
O -6.014 -8.364 2.136
S -5.897 -9.251 3.445
C -6.245 -10.802 2.692
O -6.950 -8.901 4.347
O -4.538 -9.240 3.895
H -4.374 -6.591 3.552
H -4.827 -5.217 2.544
H -4.018 -6.628 1.830
H -6.825 -6.687 3.073
H -6.504 -6.565 1.352
H -7.260 -10.783 2.306
H -6.144 -11.560 3.465
H -5.527 -10.974 1.895
C -2.266 -10.115 -3.456
C -2.762 -9.094 -2.453
O -2.939 -9.656 -1.134
S -1.636 -9.869 -0.246
C -2.454 -10.122 1.287
O -0.902 -8.640 -0.213
O -0.985 -11.077 -0.648
H -1.246 -10.427 -3.234
H -2.284 -9.687 -4.458
H -2.894 -11.005 -3.439
H -2.095 -8.233 -2.394
H -3.746 -8.729 -2.736
H -2.989 -9.216 1.557
H -1.693 -10.347 2.031
H -3.134 -10.963 1.182
C 5.571 5.698 -9.244
C 4.505 6.766 -9.379
O 3.343 6.493 -8.566
S 3.442 6.814 -7.013
C 1.724 6.718 -6.652
O 3.893 8.162 -6.851
O 4.123 5.745 -6.350
H 6.017 5.706 -8.251
H 6.360 5.869 -9.977
H 5.144 4.709 -9.407
H 4.895 7.755 -9.135
H 4.130 6.804 -10.400
H 1.208 7.502 -7.197
H 1.618 6.864 -5.579
H 1.362 5.734 -6.937
```

## Properties
**SMILES**: CCCCCCB1OB(COO)OB(c2ccncc2)O1.CCOS(C)(=O)=O.CCOS(C)(=O)=O.CCOS(C)(=O)=O.CCOS(C)(=O)=O.CCOS(C)(=O)=O
**E**: -4689.95493 Ha
**Charge**: 0